Version P
This record from the OMol25 dataset describes 4 unconnected molecules or ions with the total composition C4H17N2O2. The level of theory is ωB97M-V with the def2-TZVPD basis set.

Geometry as ORCA input:
```
! RIJCOSX wB97M-V def2-TZVPD def2/J DEFGRID3
* xyz 1 1
C 2.4888 -1.5525 0.5414
C 1.6185 -0.7525 -0.4310
C 1.9918 0.8398 -0.3043
C 0.7571 1.7315 -0.4907
N -0.0546 2.0350 0.7174
N 0.0977 -0.9261 -0.5996
H 2.3801 -0.9639 1.5050
H 2.1571 -2.5642 0.7579
H 3.5508 -1.5983 0.2396
H 2.0607 -0.9984 -1.4300
H 2.7485 1.0671 -1.0655
H 2.4392 0.8718 0.6931
H 1.0738 2.7028 -0.9059
H 0.1118 1.2942 -1.2350
H -0.0493 1.2151 1.3615
H -0.9983 2.2435 0.4396
H -0.0963 -1.9244 -0.6583
H 0.4658 -0.6584 0.4689
H 0.8924 -0.1585 2.0137
H -1.5961 -0.0318 -0.4425
H -3.1635 0.0250 -0.1534
O -2.3938 0.5125 -0.5122
H -5.6398 -0.9925 -0.9247
H -5.7373 -0.6025 0.5548
O -5.1050 -0.8142 -0.1398
*
```

Calculated values
Gap between HOMO and LUMO, eV: 4.51
Molar mass, g mol⁻¹: 125.19

Version Q
This record from the OMol25 dataset describes 3 unconnected molecules or ions with the total composition C4H17N2O2. The level of theory is ωB97M-V with the def2-TZVPD basis set.

Geometry as ORCA input:
```
! RIJCOSX wB97M-V def2-TZVPD def2/J DEFGRID3
* xyz 1 1
C 0.9138 -0.7842 0.0539
C 0.5030 -1.3155 1.4349
C -0.9770 -1.7686 1.3894
C -1.9257 -0.5607 1.4190
N -1.7484 0.3736 0.2845
N 1.2590 0.6908 0.1114
H 1.8099 -1.3183 -0.2393
H 0.1836 -0.8695 -0.7265
H 0.5955 -0.7158 2.3349
H 1.0354 -2.2611 1.5519
H -1.1880 -2.4129 0.5367
H -1.2738 -2.2885 2.3022
H -1.6688 0.0040 2.3007
H -2.9611 -0.8800 1.5540
H -2.1270 1.2617 0.5639
H -2.3980 0.0878 -0.4430
H 1.2416 1.0549 -0.8611
H 2.1683 0.8958 0.5129
H 0.5000 1.0661 0.6644
H 2.2505 2.1753 -2.8677
H 3.2313 1.0132 -2.4645
O 2.4002 1.4515 -2.2534
H -1.0651 2.3280 -2.0824
H -0.2676 1.2096 -2.9691
O -0.4914 1.5626 -2.1076
*
```

Calculated values
Gap between HOMO and LUMO, eV: 10.30
Molar mass, g mol⁻¹: 125.19

Relative calculated energies, zero for the most stable structure, unit kcal/mol: version P 214.3; version Q 0.0.

Version P
This record from the OMol25 dataset describes 11 unconnected molecules or ions with the total composition H24NO10. The level of theory is ωB97M-V with the def2-TZVPD basis set.

Geometry as ORCA input:
```
! RIJCOSX wB97M-V def2-TZVPD def2/J DEFGRID3
* xyz 1 1
N 0.0083 0.1812 -0.1361
H -0.1127 1.0542 0.3119
H 0.9893 0.4592 -0.5641
H -0.5247 -0.0338 -1.0121
H 0.2103 -0.4978 0.5489
O 2.2323 0.8032 1.9229
H 3.1153 0.6172 1.5789
H 2.3483 1.1482 2.7819
O -1.8687 0.0002 -3.4661
H -1.9107 0.8712 -4.0731
H -2.7507 -0.1148 -3.0741
O -0.4847 -2.2048 -2.2651
H 0.2223 -2.7868 -2.5991
H -0.5627 -1.5248 -2.8711
O -1.6747 1.3462 2.7729
H -1.1187 1.5442 3.5799
H -1.8627 2.1952 2.3549
O 1.5253 1.8392 -2.3841
H 1.0173 2.6132 -2.1501
H 1.5073 1.9682 -3.2811
O -2.6287 2.1702 -0.4891
H -2.2897 2.8762 -1.1871
H -3.0247 2.5352 0.2989
O 2.7093 -0.8898 -2.8821
H 2.6473 -1.3598 -2.1031
H 2.5913 -0.0548 -2.7421
O 0.2803 -1.2588 4.1679
H 0.6323 -1.5428 3.3279
H 0.8193 -0.6368 4.5839
O 1.2943 -2.1458 1.6969
H 2.2173 -2.0858 2.1499
H 1.3323 -2.9238 1.2119
O -2.0367 -1.6018 1.2529
H -2.7597 -1.4308 0.7099
H -2.0877 -1.1278 2.0269
*
```

Calculated values
Gap between HOMO and LUMO, eV: 10.48
Molar mass, g mol⁻¹: 198.19

Version Q
This record from the OMol25 dataset describes 11 unconnected molecules or ions with the total composition H24NO10. The level of theory is ωB97M-V with the def2-TZVPD basis set.

Geometry as ORCA input:
```
! RIJCOSX wB97M-V def2-TZVPD def2/J DEFGRID3
* xyz 1 1
N -0.0147 0.0525 -0.2189
H -0.6207 0.5855 0.4751
H 0.7433 0.6285 -0.5259
H -0.4947 -0.4985 -0.8499
H 0.5903 -0.5505 0.4261
O 2.3233 0.8365 -2.5219
H 2.8243 0.8075 -1.7589
H 2.7283 1.6565 -2.9389
O -2.2067 -0.6775 -1.1669
H -2.9677 -0.3485 -1.9989
H -2.5727 -0.6505 -0.3169
O -1.7667 1.0675 2.0691
H -2.3167 0.3315 1.8561
H -1.8877 1.6805 1.4561
O 3.2543 -2.3855 1.8271
H 2.8893 -3.1285 1.2461
H 2.5683 -1.6715 2.2621
O -0.5527 1.3055 -2.5749
H -1.4727 0.9005 -2.6639
H -0.3727 1.9175 -3.2629
O -1.6777 -3.6015 -0.6339
H -1.8977 -2.7725 -1.0749
H -1.4307 -4.2965 -1.2809
O 1.9423 0.0075 2.3921
H 1.4763 0.0705 3.2931
H 1.6023 0.8485 2.1121
O 1.1273 2.6455 1.4301
H 1.4893 3.2615 0.7861
H 0.6163 3.2635 1.9191
O 0.0523 -3.0525 0.7731
H -0.7557 -3.1265 0.2321
H 0.7363 -3.7775 0.4521
O -1.6117 2.6985 -0.2099
H -1.1727 2.5215 -1.1299
H -1.1697 3.4505 0.1221
*
```

Calculated values
Gap between HOMO and LUMO, eV: 8.71
Molar mass, g mol⁻¹: 198.19

Relative calculated energies, zero for the most stable structure, unit kcal/mol: version P 0.0; version Q 32.4.

Version P
This record from the OMol25 dataset describes a single C3H6O molecule. The level of theory is ωB97M-V with the def2-TZVPD basis set.

Geometry as ORCA input:
```
! RIJCOSX wB97M-V def2-TZVPD def2/J DEFGRID3
* xyz 0 1
C -1.2290 -0.0019 -0.2561
C 0.0186 0.0219 0.5577
C 1.3095 -0.1411 -0.0609
O 0.9015 1.1624 0.2343
H -0.9836 0.6752 -1.2443
H -2.0514 0.4270 0.4026
H -1.5647 -1.0790 -0.4861
H -0.0123 -0.2902 1.6369
H 1.3401 -0.3720 -1.1825
H 2.2712 -0.4023 0.3983
*
```

Calculated values
SMILES string: C[C@H]1CO1
Gap between HOMO and LUMO, eV: 11.40
Molar mass, g mol⁻¹: 58.08

Version Q
This record from the OMol25 dataset describes a single C3H6O molecule. The level of theory is ωB97M-V with the def2-TZVPD basis set.

Geometry as ORCA input:
```
! RIJCOSX wB97M-V def2-TZVPD def2/J DEFGRID3
* xyz 0 1
O -1.4795 -0.0182 1.4808
C -1.1061 -0.5643 0.3385
C 1.1652 -0.1609 -0.4921
C -0.2490 0.4361 -0.3964
H -1.9969 -0.6861 1.9578
H 1.1068 -1.2321 -0.7165
H 1.7580 0.3183 -1.2757
H 1.7033 -0.0491 0.4538
H -0.6671 0.5183 -1.4081
H -0.2346 1.4381 0.0579
*
```

Calculated values
Gap between HOMO and LUMO, eV: 9.54
Molar mass, g mol⁻¹: 58.08

Relative calculated energies, zero for the most stable structure, unit kcal/mol: version P 0.0; version Q 14.0.